[1]
C26H33ClN2O2ScTe as an isolated structure at a distorted geometry. Source: the OMol25 dataset; level of theory: ωB97M-V/def2-TZVPD.

Calculated values
Net charge: -1
Kohn-Sham gap (alpha / beta) in Ha: 0.1537 / 0.1529
Spin multiplicity: 1
Electronic energy in a.u.: -2759.50375

Last column: Mulliken charge in e.
Element x y z (Å)
Sc: 0.0887 0.0251 -0.2418  -0.608
Cl: -1.6381 0.6158 -2.0663  -0.561
N: 0.3670 -1.9732 -1.0244  0.262
N: -0.1003 1.9709 0.6824  0.358
C: 1.1596 -2.3078 -2.0252  0.551
C: 0.4992 3.0768 0.2837  0.570
C: -0.6289 -3.0554 -0.8684  1.818
C: -0.6109 -3.7355 -2.2488  -0.830
C: -2.0110 -2.5494 -0.5166  -1.714
C: -0.1647 -4.0155 0.2055  -1.469
H: -2.3307 -1.8040 -1.2479  0.462
H: -2.0562 -2.0647 0.4679  -0.061
H: -2.7600 -3.3605 -0.4846  0.466
H: 0.8312 -4.3825 -0.0736  0.416
H: -0.8669 -4.8593 0.3680  0.384
H: -0.0242 -3.4674 1.1543  -0.046
C: -1.2644 2.3699 1.5041  1.496
C: -1.5265 3.8152 1.0492  -0.807
C: -0.8799 2.3325 2.9654  -1.085
C: -2.4752 1.4806 1.3011  -1.670
H: -2.7155 1.4257 0.2370  0.456
H: -3.3645 1.8541 1.8379  0.460
H: -2.3271 0.4506 1.6572  0.017
H: 0.0018 2.9704 3.1117  0.432
H: -0.5527 1.3066 3.2049  -0.325
H: -1.7065 2.6137 3.6512  0.412
O: -0.2164 4.1866 0.4295  -0.404
H: -1.7900 4.5877 1.8089  0.261
H: -2.2876 3.8524 0.2459  0.354
O: 0.7061 -3.2873 -2.7984  -0.402
H: -1.3930 -3.3172 -2.9107  0.354
H: -0.6648 -4.8469 -2.3196  0.270
C: 2.4274 -1.5697 -2.3326  -1.653
C: 1.8418 3.0789 -0.3850  -1.662
C: 2.1537 2.1229 -1.5276  0.766
H: 2.5812 2.8082 0.3824  0.332
H: 2.0407 4.1163 -0.6430  0.346
C: 2.1462 0.6894 -1.2058  -0.067
C: 2.4345 -0.0524 -2.4403  0.750
H: 1.8454 0.1241 0.0173  -0.143
C: 2.8342 0.5284 -3.7008  1.528
C: 2.9346 1.9173 -3.8945  -1.147
C: 3.3885 -0.3243 -4.8405  -1.844
C: 2.5536 2.7009 -2.7912  1.528
H: 3.4235 2.3636 -4.8113  0.009
C: 2.8066 4.1997 -2.9482  -1.848
H: 3.1998 4.4628 -3.9501  0.328
H: 3.5680 4.5499 -2.2306  0.368
H: 1.9080 4.8121 -2.7808  0.344
H: 4.2723 -0.8976 -4.5124  0.367
H: 3.7318 0.2860 -5.6990  0.327
H: 2.6627 -1.0543 -5.2287  0.340
H: 2.8533 -2.0567 -3.2062  0.358
H: 3.1205 -1.7713 -1.5037  0.336
Te: 0.4755 -1.1121 2.4608  -0.050
C: -1.2759 -1.5140 3.6289  -0.343
C: -1.5155 -0.7564 4.7953  -0.271
C: -2.6303 -1.0005 5.6037  -0.716
C: -3.5301 -2.0116 5.2699  -0.301
C: -3.3218 -2.7674 4.1207  -0.690
C: -2.2098 -2.5197 3.3052  0.155
H: -0.7861 0.0082 5.0339  0.420
H: -2.7986 -0.4022 6.4961  0.342
H: -4.3908 -2.2064 5.9009  0.348
H: -4.0280 -3.5530 3.8622  0.359
H: -2.0143 -3.1069 2.4151  0.266


[2]
A 11-piece molecular cluster, C74H164N9O6 overall at a distorted geometry. Source: the OMol25 dataset; level of theory: ωB97M-V/def2-TZVPD.

Calculated values
Net charge: +7
Kohn-Sham gap in Ha: 0.2419
Spin multiplicity: 1
Electronic energy in a.u.: -3859.50330

Last column: Mulliken charge in e.
Element x y z (Å)
C: 7.5306 -2.6636 -6.3253  -1.341
C: 6.0776 -2.6630 -5.7949  -0.312
C: 5.8377 -3.8574 -4.9079  -0.797
N: 4.4744 -3.8171 -4.1740  0.438
C: 3.3658 -3.6597 -5.1929  -1.571
C: 4.2829 -5.1371 -3.3722  -0.500
C: 4.0634 -4.7574 -1.9134  -0.651
C: 3.5254 -3.3303 -1.9685  -0.127
C: 4.3981 -2.7633 -3.0856  -0.876
H: 7.9814 -3.6428 -6.4702  0.384
H: 8.1616 -2.1412 -5.6054  0.384
H: 7.5393 -2.1076 -7.2578  0.362
H: 5.4361 -2.7099 -6.6747  0.355
H: 5.8936 -1.7708 -5.1930  0.235
H: 6.5210 -3.9626 -4.0611  0.425
H: 5.8092 -4.8322 -5.3964  0.558
H: 3.4645 -2.6884 -5.6671  0.432
H: 2.4843 -3.6938 -4.5529  0.665
H: 3.4060 -4.4591 -5.9262  0.367
H: 3.5983 -5.7688 -3.9269  0.287
H: 5.2717 -5.5881 -3.4518  0.368
H: 3.3346 -5.4184 -1.4470  0.353
H: 4.9915 -4.7346 -1.3480  0.368
H: 2.4451 -3.2736 -2.1160  -0.185
H: 3.7328 -2.7501 -1.0664  0.490
H: 4.2608 -1.7524 -3.4559  0.478
H: 5.4158 -2.8304 -2.6881  0.368
C: -7.1039 4.2752 2.7847  -1.379
C: -7.6065 2.8678 2.4806  -0.163
C: -7.1537 2.4212 1.1100  -0.523
N: -7.7850 1.0864 0.7265  0.382
C: -7.5672 0.0700 1.7579  -0.722
C: -7.2102 0.6550 -0.6220  -0.556
C: -8.3409 -0.0258 -1.4024  -0.528
C: -9.6221 0.0840 -0.5344  -0.755
C: -9.2597 1.1931 0.4358  -0.663
H: -7.5900 5.0590 2.2044  0.394
H: -6.0247 4.2919 2.6027  0.262
H: -7.2418 4.5638 3.8260  0.378
H: -8.6840 2.7983 2.6308  0.306
H: -7.1342 2.2227 3.2237  0.298
H: -6.0772 2.2465 1.1068  0.095
H: -7.4658 3.0590 0.2853  0.452
H: -7.7436 -0.9494 1.4119  0.416
H: -8.1478 0.2822 2.6457  0.387
H: -6.5080 0.0022 2.0257  0.033
H: -6.3158 0.0695 -0.4176  0.310
H: -6.9227 1.5782 -1.1186  0.340
H: -8.1487 -1.0571 -1.6775  0.333
H: -8.5253 0.5950 -2.2784  0.284
H: -9.7880 -0.8762 -0.0529  0.322
H: -10.4853 0.4223 -1.0976  0.408
H: -9.8308 1.1962 1.3620  0.467
H: -9.4253 2.1773 -0.0089  0.439
C: -5.1194 4.2058 7.3151  -1.453
C: -4.0011 3.7304 6.3627  -0.082
C: -3.0952 2.7229 7.0075  -0.900
N: -1.7484 2.6418 6.3777  0.320
C: -0.9289 3.8749 6.6675  -0.916
C: -1.7406 2.4674 4.8727  -1.234
C: -0.4236 1.7020 4.5475  0.555
C: 0.2231 1.3239 5.9143  -1.298
C: -0.9556 1.4505 6.8449  -0.532
H: -4.6142 4.5464 8.2249  0.386
H: -5.6439 3.3308 7.7067  0.360
H: -5.7134 4.9868 6.8640  0.393
H: -3.5325 4.6527 6.0039  0.266
H: -4.4020 3.3040 5.4359  0.283
H: -3.5187 1.7186 7.0697  0.401
H: -2.9094 2.9459 8.0646  0.514
H: 0.1215 3.8374 6.3916  0.369
H: -0.9638 4.0106 7.7464  0.355
H: -1.3649 4.6713 6.0749  0.418
H: -1.8041 3.3965 4.3177  0.441
H: -2.6032 1.8480 4.6422  0.352
H: 0.2352 2.3995 4.0312  0.107
H: -0.7378 0.8346 3.9728  0.130
H: 1.0670 1.9914 6.0593  0.398
H: 0.6193 0.3171 5.8067  0.435
H: -0.8315 1.4709 7.9265  0.538
H: -1.6006 0.5834 6.6651  0.409
C: -3.0696 3.1271 -0.3524  -1.774
C: -1.6626 2.7780 0.1135  1.069
C: -0.9750 1.7223 -0.7180  -0.910
N: 0.3302 1.2596 -0.0373  1.176
C: 1.1984 2.4771 0.1434  -1.716
C: 0.0663 0.5307 1.2594  0.981
C: 0.1822 -0.9593 0.8557  -0.155
C: 0.3056 -0.9796 -0.6753  -0.634
C: 1.0720 0.3150 -0.9275  -0.091
H: -3.6738 3.5681 0.4357  0.469
H: -3.6101 2.1775 -0.4793  0.277
H: -3.0441 3.6697 -1.2938  0.238
H: -1.7017 2.5758 1.1827  -0.497
H: -1.1012 3.7185 0.0579  -0.016
H: -0.6772 2.0333 -1.7172  0.677
H: -1.6277 0.8467 -0.7232  0.509
H: 2.1424 2.0898 0.5237  0.607
H: 0.7068 3.1320 0.8484  0.693
H: 1.3560 3.0031 -0.7943  0.016
H: 0.8165 0.8870 1.9606  0.413
H: -0.9137 0.7513 1.6751  -1.178
H: 1.0449 -1.4278 1.3348  0.096
H: -0.6864 -1.5207 1.1997  -0.176
H: 0.8175 -1.8114 -1.1723  0.093
H: -0.6105 -1.0040 -1.2691  0.370
H: 2.1339 0.2333 -0.6931  0.510
H: 1.0524 0.6727 -1.9576  -0.271
C: -0.7668 -4.5995 2.3954  -1.511
C: -0.5804 -5.4222 3.7000  0.110
C: -1.7938 -6.2803 4.0315  -1.175
N: -1.6420 -7.3354 5.0942  0.548
C: -0.4613 -8.2045 4.8760  -1.235
C: -2.8735 -8.2337 5.2356  -0.747
C: -3.1830 -8.4035 6.6957  -0.593
C: -2.7851 -7.0711 7.2967  -0.761
C: -1.5415 -6.6928 6.4906  -0.446
H: 0.1176 -4.7280 1.7768  0.317
H: -0.8878 -3.5378 2.6100  0.236
H: -1.6472 -4.9676 1.8729  0.518
H: -0.1576 -4.9375 4.5786  0.570
H: 0.2061 -6.1087 3.3604  -0.011
H: -2.2470 -6.8491 3.2151  0.676
H: -2.6143 -5.6331 4.3589  0.435
H: -0.3504 -8.9031 5.7004  0.505
H: 0.4622 -7.6422 4.7748  0.359
H: -0.6127 -8.7475 3.9426  0.409
H: -2.9504 -9.1023 4.5820  0.396
H: -3.6653 -7.6019 4.8097  0.416
H: -2.6856 -9.2430 7.1809  0.340
H: -4.2542 -8.6019 6.7602  0.404
H: -2.6506 -7.1317 8.3766  0.389
H: -3.5193 -6.2652 7.2256  0.339
H: -0.6160 -6.9471 7.0013  0.360
H: -1.5415 -5.6174 6.3208  0.262
C: 2.3767 3.2114 -4.0300  -1.260
C: 1.4155 4.4146 -4.0659  0.533
C: 0.4014 4.3776 -5.2068  -1.062
N: -0.4772 5.5794 -5.1755  0.324
C: 0.2797 6.8849 -5.1146  -1.047
C: -1.3313 5.5933 -6.4254  -0.515
C: -2.4780 4.6360 -6.1090  -0.223
C: -2.7221 4.8014 -4.6032  -0.826
C: -1.4712 5.4909 -4.0514  -0.072
H: 2.4389 2.6448 -4.9625  0.567
H: 2.0751 2.4844 -3.2703  -0.026
H: 3.4041 3.5469 -3.8980  0.269
H: 2.0529 5.2884 -4.2363  0.383
H: 1.0228 4.6597 -3.0728  -0.103
H: -0.2605 3.5300 -5.0102  0.102
H: 0.9414 4.2684 -6.1435  0.612
H: -0.4730 7.6695 -5.1117  0.511
H: 0.8889 6.9621 -6.0108  0.365
H: 0.7901 6.9642 -4.1592  0.280
H: -1.7408 6.5721 -6.6565  0.496
H: -0.7488 5.1853 -7.2461  0.393
H: -3.3533 4.7845 -6.7412  0.513
H: -2.2138 3.6217 -6.4479  -0.310
H: -3.5255 5.5511 -4.6262  0.417
H: -3.2100 4.0400 -4.0003  0.402
H: -1.6352 6.5038 -3.7071  0.603
H: -1.0804 4.8601 -3.2585  -0.268
C: 0.7538 0.3552 -5.6754  -0.219
C: -0.7465 0.3757 -5.9420  0.650
C: -1.2487 -0.3295 -7.2164  -1.144
N: -1.4508 -1.8177 -7.1800  0.108
C: -2.7292 -2.1531 -6.4928  -0.895
C: -0.2923 -2.5494 -6.4792  -0.577
C: -0.3157 -3.9901 -6.9625  -0.463
C: -1.2362 -3.9677 -8.2094  -0.848
C: -1.4100 -2.4922 -8.5368  -0.419
H: 1.1100 -0.5636 -5.2095  0.085
H: 1.0116 1.1672 -4.9918  -0.543
H: 1.2969 0.4958 -6.6124  0.535
H: -1.0725 1.3865 -6.2049  -0.289
H: -1.2891 0.0679 -5.0453  0.143
H: -0.5594 -0.0990 -8.0296  0.298
H: -2.2301 0.0666 -7.4723  0.426
H: -2.8252 -3.2290 -6.4167  0.411
H: -3.5488 -1.7350 -7.0750  0.409
H: -2.7483 -1.6681 -5.5196  0.305
H: -0.3840 -2.4529 -5.4002  0.349
H: 0.5627 -1.9882 -6.8549  0.383
H: -0.8822 -4.5471 -6.2126  0.367
H: 0.6694 -4.4222 -7.0888  0.305
H: -2.1098 -4.6068 -8.1694  0.356
H: -0.6545 -4.3510 -9.0535  0.385
H: -2.3792 -2.4075 -9.0277  0.352
H: -0.5928 -2.0418 -9.0895  0.477
C: 4.5388 -8.6344 7.3571  -1.342
C: 4.3471 -8.1030 5.9444  -0.186
C: 4.8714 -6.6787 5.7167  -0.586
N: 4.4891 -6.1067 4.3324  0.076
C: 5.0864 -6.9337 3.2521  -0.895
C: 5.0672 -4.7129 4.2149  -0.844
C: 4.2945 -4.0475 3.0508  -0.505
C: 2.9798 -4.8611 2.9159  -0.200
C: 3.0200 -5.8197 4.1111  -0.879
H: 4.4731 -7.8765 8.1354  0.372
H: 5.5542 -9.0255 7.4450  0.381
H: 3.8726 -9.4768 7.5142  0.365
H: 3.3372 -8.2000 5.5293  0.192
H: 4.9323 -8.6851 5.2273  0.303
H: 5.9574 -6.6714 5.7392  0.402
H: 4.3478 -5.9599 6.3471  0.385
H: 4.6809 -6.6946 2.2756  0.315
H: 4.9104 -7.9959 3.4091  0.316
H: 6.1685 -6.8618 3.3502  0.438
H: 6.1388 -4.8038 4.0789  0.524
H: 4.7968 -4.2427 5.1584  0.358
H: 4.9707 -4.1212 2.2027  0.221
H: 4.0735 -3.0427 3.3926  0.455
H: 2.8285 -5.5074 2.0501  0.287
H: 2.1701 -4.1355 2.9200  0.052
H: 2.5666 -6.8091 4.1017  0.667
H: 2.7026 -5.3767 5.0600  0.245
C: 3.0719 9.4342 -0.9974  -1.421
C: 4.1220 8.3902 -1.3753  -0.013
C: 3.6066 7.0189 -0.9430  -0.571
N: 4.6264 5.9099 -0.7875  0.693
C: 3.8394 4.6669 -0.5783  -1.426
C: 5.4252 5.7325 -2.0692  -0.436
C: 6.6168 6.6758 -2.0092  -0.775
C: 6.9231 6.7752 -0.5065  -0.757
C: 5.7210 6.1951 0.2306  -0.633
H: 2.0927 9.1774 -1.4039  0.285
H: 3.3942 10.4304 -1.2867  0.438
H: 2.9440 9.4597 0.0878  0.367
H: 4.9987 8.5440 -0.7451  0.151
H: 4.3090 8.4295 -2.4453  0.261
H: 2.7950 6.6930 -1.5976  -0.080
H: 3.1463 7.0975 0.0446  0.477
H: 4.5368 3.8574 -0.3632  0.543
H: 3.2087 4.5135 -1.4462  0.195
H: 3.2169 4.8066 0.3061  0.668
H: 5.7094 4.6819 -2.1004  0.542
H: 4.7767 5.9984 -2.9057  0.141
H: 7.4089 6.2910 -2.6477  0.486
H: 6.3412 7.6447 -2.4084  0.268
H: 7.8865 6.3415 -0.2547  0.370
H: 7.0106 7.8322 -0.2534  0.392
H: 6.0182 5.2370 0.6591  0.402
H: 5.2728 6.8079 1.0079  0.357
O: -1.2986 6.8676 0.1757  -0.508
C: -0.2602 6.5335 -0.6561  0.721
O: 0.5921 5.7439 -0.1870  -0.640
O: -0.2617 7.0548 -1.8027  -0.708
H: -1.7967 7.4891 -0.3749  0.323
O: -3.4389 -1.1419 2.9524  -0.590
C: -3.6374 0.1848 2.4581  0.786
O: -4.1702 1.0060 3.1793  -0.743
O: -3.1882 0.2610 1.2652  -0.616
H: -3.0399 -1.4437 2.1263  0.250


Q: spin multiplicity of number 1 (C26H33ClN2O2ScTe)?
A: 1


Q: Which of these has the highest electronic energy?
A: C26H33ClN2O2ScTe


Q: Among the records above, which one has the lowest electronic energy?
A: C74H164N9O6